[1]
{
  "formula": "C2H3N2OP",
  "method": "ωB97M-V/def2-TZVPD",
  "symbols": ["C", "C", "N", "N", "O", "P", "H", "H", "H"],
  "xyz": [[1.679, -0.245, 0.001], [-0.265, 0.454, -0.296], [1.377, -0.572, -1.214], [0.123, -0.100, -1.411], [0.783, 0.444, 0.607], [-1.880, 0.930, 0.317], [2.594, -0.214, 0.546], [-2.027, -0.849, 2.094], [-2.384, 0.153, -0.645]],
  "lowdin_spin": [0.05, 0.07, 0.02, 0.12, 0.03, 0.78, 0.00, 0.88, 0.05],
  "spin_multiplicity": 3,
  "relative_energy_kcal_mol": 37.5,
  "s_squared": 2.012,
  "homo_ha": [-0.304, -0.392],
  "total_energy_ev": -16433.089,
  "lumo_ev": [0.936, -2.560],
  "molar_mass_da": 102.0
}

---

[2]
{
  "formula": "C22H55FN7",
  "method": "ωB97M-V/def2-TZVPD",
  "symbols": ["C", "C", "C", "F", "N", "C", "C", "C", "C", "N", "C", "N", "N", "C", "N", "C", "H", "H", "H", "H", "H", "H", "H", "H", "H", "H", "H", "H", "H", "H", "H", "H", "H", "H", "H", "H", "H", "H", "H", "H", "H", "C", "C", "N", "C", "C", "C", "C", "H", "H", "H", "H", "H", "H", "H", "H", "H", "H", "H", "H", "H", "H", "H", "C", "C", "N", "C", "C", "C", "C", "H", "H", "H", "H", "H", "H", "H", "H", "H", "H", "H", "H", "H", "H", "H"],
  "xyz": [[-1.889, 4.009, 4.497], [-3.388, 3.404, 4.179], [-3.639, 2.104, 5.189], [-4.908, 2.402, 5.925], [-3.683, 0.783, 4.421], [-3.110, -0.350, 5.251], [-1.812, -1.104, 4.579], [-0.594, -0.095, 4.131], [-0.301, -0.202, 2.521], [1.017, 0.381, 2.066], [1.463, 1.564, 2.895], [2.282, 1.407, 4.020], [1.089, 3.004, 2.530], [-5.073, 0.365, 3.989], [-5.686, 1.231, 2.909], [-5.063, 1.006, 1.549], [-1.600, 3.992, 5.641], [-1.120, 3.326, 3.938], [-1.810, 5.110, 4.103], [-3.405, 3.060, 3.052], [-4.187, 4.257, 4.330], [-2.773, 2.151, 5.986], [-3.111, 0.955, 3.541], [-3.956, -1.175, 5.415], [-2.808, -0.003, 6.342], [-1.372, -1.830, 5.413], [-2.149, -1.817, 3.683], [-0.851, 1.006, 4.448], [0.388, -0.439, 4.710], [-0.250, -1.368, 2.272], [-1.177, 0.218, 1.852], [0.904, 0.700, 1.058], [2.483, 2.333, 4.459], [1.123, 3.634, 3.362], [1.762, 3.372, 1.793], [-5.855, 0.275, 4.859], [-4.981, -0.729, 3.524], [-5.737, 2.239, 3.175], [-4.189, 0.212, 1.540], [-4.718, 2.058, 1.118], [-5.887, 0.611, 0.788], [4.501, -1.552, -3.646], [4.185, -0.978, -2.267], [3.653, -1.963, -1.322], [3.090, -1.358, -0.110], [4.045, -0.609, 0.813], [4.471, -3.157, -1.100], [5.897, -2.956, -0.598], [3.626, -2.051, -4.076], [4.793, -0.744, -4.325], [5.329, -2.264, -3.613], [3.436, -0.191, -2.416], [5.082, -0.487, -1.876], [2.568, -2.128, 0.472], [2.300, -0.660, -0.417], [4.673, -1.293, 1.386], [3.468, -0.025, 1.541], [4.686, 0.091, 0.273], [4.519, -3.720, -2.040], [3.949, -3.836, -0.412], [6.422, -2.158, -1.129], [6.471, -3.876, -0.747], [5.922, -2.738, 0.472], [-0.082, -1.475, -3.384], [-0.873, -1.392, -4.687], [-0.835, -0.071, -5.321], [-1.816, 0.081, -6.401], [-1.648, -0.799, -7.635], [0.494, 0.475, -5.603], [1.422, -0.345, -6.494], [-0.407, -0.709, -2.674], [-0.239, -2.454, -2.917], [0.993, -1.365, -3.550], [-1.913, -1.636, -4.441], [-0.518, -2.175, -5.364], [-1.847, 1.131, -6.718], [-2.812, -0.111, -5.982], [-0.825, -0.458, -8.265], [-2.557, -0.748, -8.247], [-1.486, -1.849, -7.381], [1.005, 0.646, -4.648], [0.392, 1.480, -6.033], [1.432, -1.405, -6.230], [2.448, 0.024, -6.391], [1.157, -0.250, -7.549]],
  "lowdin_charge": [-0.12, -0.15, -0.17, -0.05, -0.07, -0.14, -0.16, -0.19, -0.22, -0.02, -0.37, 0.10, 0.02, -0.17, -0.10, -0.14, 0.10, 0.05, 0.10, 0.11, 0.14, 0.17, 0.17, 0.15, 0.16, 0.14, 0.13, 0.09, 0.13, 0.14, 0.12, 0.13, 0.04, 0.06, 0.10, 0.17, 0.17, 0.11, 0.09, 0.10, 0.11, -0.09, -0.27, -0.19, -0.26, -0.09, -0.25, -0.09, 0.07, 0.07, 0.07, 0.11, 0.10, 0.11, 0.09, 0.06, 0.04, 0.07, 0.10, 0.12, 0.07, 0.08, 0.06, -0.09, -0.27, -0.19, -0.25, -0.09, -0.25, -0.09, 0.07, 0.07, 0.05, 0.12, 0.10, 0.11, 0.11, 0.06, 0.07, 0.07, 0.10, 0.12, 0.07, 0.07, 0.06],
  "charge": 1,
  "homo_ha": -0.350,
  "total_energy_ev": -36841.296,
  "lumo_ev": -2.470,
  "molar_mass_da": 436.7
}

---

[3]
{
  "formula": "C6H38NO17S",
  "method": "ωB97M-V/def2-TZVPD",
  "symbols": ["C", "O", "C", "C", "N", "H", "H", "C", "C", "O", "C", "H", "H", "H", "H", "H", "H", "H", "H", "H", "H", "H", "H", "H", "H", "S", "O", "O", "O", "O", "O", "H", "H", "O", "H", "H", "O", "H", "H", "O", "H", "H", "O", "H", "H", "O", "H", "H", "O", "H", "H", "O", "H", "H", "O", "H", "H", "O", "H", "H", "O", "H", "H"],
  "xyz": [[0.841, 0.604, 6.280], [0.362, 0.790, 4.898], [1.313, 0.170, 3.940], [0.647, 0.287, 2.512], [1.411, -0.445, 1.463], [1.643, -1.429, 1.775], [0.686, -0.503, 0.662], [2.661, 0.358, 0.999], [3.376, -0.370, -0.135], [4.432, 0.445, -0.507], [5.096, -0.020, -1.698], [1.850, 0.515, 6.548], [0.331, -0.216, 6.604], [0.328, 1.467, 6.918], [1.566, -0.840, 4.317], [2.281, 0.629, 4.163], [0.347, 1.129, 2.036], [-0.094, -0.286, 2.671], [3.442, 0.497, 1.816], [2.320, 1.362, 0.679], [2.545, -0.455, -0.974], [3.464, -1.546, 0.039], [5.669, 0.619, -1.966], [4.213, -0.135, -2.402], [5.866, -0.726, -1.573], [-1.127, -0.103, -0.988], [-2.296, -0.881, -1.460], [-1.634, 0.635, 0.096], [0.011, -0.850, -0.472], [-0.782, 0.825, -2.081], [-3.340, 0.204, 2.135], [-2.754, 0.552, 1.570], [-4.124, -0.053, 1.679], [-3.009, -3.064, -0.333], [-2.638, -2.124, -0.443], [-4.010, -3.021, -0.487], [-1.549, -2.443, -3.461], [-1.195, -2.181, -4.278], [-1.989, -1.613, -2.861], [-1.394, 3.323, 1.014], [-1.115, 2.609, 0.386], [-1.042, 3.314, 1.915], [1.650, 2.202, -1.652], [0.767, 1.566, -1.842], [1.549, 3.044, -1.256], [-2.079, 3.026, -2.769], [-2.619, 2.849, -1.919], [-1.496, 2.198, -2.753], [1.045, -2.154, -2.673], [0.191, -2.330, -3.078], [0.604, -1.877, -1.939], [0.609, 0.124, -4.131], [0.035, 0.522, -3.476], [1.012, -0.609, -3.645], [-4.428, -0.369, -2.767], [-4.125, 0.026, -3.510], [-3.785, -0.348, -2.135], [-3.976, 1.823, -0.793], [-4.694, 1.421, -1.334], [-3.254, 1.418, -0.437], [0.412, -3.407, 0.328], [-0.414, -3.732, 0.761], [0.389, -2.421, 0.024]],
  "nbo_charge": [-0.26, -0.54, -0.08, -0.21, -0.55, 0.43, 0.47, -0.24, -0.09, -0.53, -0.23, 0.18, 0.18, 0.19, 0.17, 0.17, 0.23, 0.21, 0.20, 0.25, 0.20, 0.17, 0.16, 0.21, 0.17, 2.71, -1.06, -1.12, -1.06, -1.07, -0.95, 0.48, 0.47, -1.00, 0.50, 0.46, -1.02, 0.47, 0.52, -0.98, 0.51, 0.47, -1.04, 0.52, 0.47, -1.00, 0.48, 0.49, -0.97, 0.49, 0.46, -1.01, 0.48, 0.48, -0.96, 0.46, 0.48, -1.01, 0.51, 0.49, -1.01, 0.49, 0.49],
  "charge": -1,
  "relative_energy_kcal_mol": 67.1,
  "homo_ha": -0.264,
  "total_energy_ev": -53967.942,
  "lumo_ev": 1.990,
  "molar_mass_da": 428.4
}

---

[4]
{
  "formula": "C4H13N3",
  "method": "ωB97M-V/def2-TZVPD",
  "symbols": ["C", "N", "C", "C", "N", "C", "N", "H", "H", "H", "H", "H", "H", "H", "H", "H", "H", "H", "H", "H"],
  "xyz": [[0.406, -1.732, 0.666], [0.690, -2.291, -0.629], [-0.132, -0.296, 0.882], [0.354, 0.308, 2.187], [0.161, 0.567, -0.252], [-0.976, 1.345, -0.779], [-0.585, 1.913, -2.047], [-0.427, -2.330, 1.203], [1.300, -1.911, 1.255], [-0.029, -2.004, -1.292], [1.615, -2.013, -0.915], [-1.264, -0.452, 0.962], [1.340, 0.738, 2.004], [-0.128, 1.005, 2.869], [0.541, -0.561, 2.893], [0.983, 1.126, -0.093], [-1.317, 2.178, -0.168], [-1.779, 0.609, -0.857], [-0.719, 1.388, -2.884], [-0.336, 2.877, -2.082]],
  "nbo_charge": [-0.21, -0.82, -0.08, -0.63, -0.65, -0.04, -0.88, 0.17, 0.18, 0.36, 0.36, 0.18, 0.20, 0.23, 0.21, 0.36, 0.16, 0.17, 0.38, 0.38],
  "smiles": "C[C@H](CN)NCN",
  "relative_energy_kcal_mol": 33.2,
  "homo_ha": -0.315,
  "total_energy_ev": -8827.974,
  "lumo_ev": 1.080,
  "molar_mass_da": 103.2
}

---

[5]
{
  "formula": "C3H4Cl2N2",
  "method": "ωB97M-V/def2-TZVPD",
  "symbols": ["C", "C", "C", "N", "N", "Cl", "Cl", "H", "H", "H", "H"],
  "xyz": [[0.051, 0.674, 0.922], [0.104, -0.835, -1.010], [-0.836, -0.128, -0.100], [0.294, 1.922, 0.787], [1.186, -1.071, -0.455], [-1.609, -1.515, 0.574], [-1.905, 1.040, -0.921], [0.195, 0.119, 1.906], [-0.437, -0.997, -2.019], [1.066, 2.333, 1.280], [1.891, -1.542, -0.963]],
  "lowdin_spin": [0.67, 0.02, 0.09, 0.98, 0.05, 0.02, 0.04, 0.08, 0.00, 0.05, 0.00],
  "spin_multiplicity": 3,
  "relative_energy_kcal_mol": 0.0,
  "s_squared": 2.006,
  "homo_ha": [-0.223, -0.376],
  "total_energy_ev": -31195.041,
  "lumo_ev": [0.941, -2.381],
  "molar_mass_da": 139.0
}

---

[6]
{
  "formula": "C34H46N6O5OsTe",
  "method": "ωB97M-V/def2-TZVPD",
  "symbols": ["Os", "N", "C", "C", "C", "C", "N", "C", "N", "N", "C", "O", "O", "H", "H", "H", "H", "H", "H", "H", "H", "H", "H", "H", "H", "H", "H", "O", "C", "O", "C", "N", "C", "C", "C", "H", "H", "H", "H", "H", "H", "H", "H", "H", "C", "C", "C", "C", "C", "C", "Te", "N", "C", "O", "C", "C", "C", "C", "C", "C", "C", "C", "C", "C", "C", "C", "C", "C", "C", "C", "H", "H", "H", "H", "H", "H", "H", "H", "H", "H", "H", "H", "H", "H", "H", "H", "H", "H", "H", "H", "H", "H", "H"],
  "xyz": [[0.086, 1.693, -0.514], [-0.776, 0.231, -1.800], [-1.982, 0.874, -2.406], [-2.657, 0.133, -3.556], [-1.785, -0.355, -4.718], [-1.262, 0.729, -5.668], [-2.294, 1.621, -6.186], [-2.920, 1.515, -7.355], [-3.732, 2.494, -7.751], [-2.761, 0.446, -8.132], [-1.563, 2.310, -2.738], [-1.986, 2.925, -3.675], [-0.683, 2.841, -1.869], [-0.071, 0.104, -2.528], [-0.981, -0.704, -1.449], [-2.693, 0.974, -1.583], [-3.419, 0.814, -3.939], [-3.202, -0.718, -3.143], [-2.378, -1.076, -5.285], [-0.920, -0.921, -4.358], [-0.725, 0.275, -6.501], [-0.532, 1.370, -5.173], [-2.503, 2.421, -5.601], [-3.791, 3.360, -7.242], [-4.261, 2.424, -8.604], [-2.206, -0.339, -7.845], [-3.152, 0.417, -9.059], [3.442, 1.285, -1.215], [2.938, 0.809, -0.215], [1.687, 0.513, -0.059], [3.823, 0.485, 0.992], [5.243, 0.814, 0.587], [6.049, -0.467, 0.634], [5.324, -1.282, 1.691], [3.849, -0.995, 1.406], [3.541, 1.134, 1.821], [5.650, 1.518, 1.200], [5.179, 1.210, -0.365], [7.086, -0.230, 0.853], [5.982, -0.917, -0.354], [5.601, -0.938, 2.689], [5.573, -2.339, 1.622], [3.206, -1.172, 2.266], [3.486, -1.616, 0.586], [2.769, -4.963, 3.862], [1.928, -3.756, 3.568], [1.580, -2.863, 4.575], [0.759, -1.764, 4.339], [0.420, -0.852, 5.490], [0.286, -1.575, 3.031], [-1.164, -0.079, 2.839], [-0.445, 1.302, 1.420], [0.187, 2.155, 2.291], [0.451, 1.800, 3.436], [0.420, 3.543, 1.816], [-0.051, 4.630, 2.531], [0.039, 5.894, 1.960], [0.578, 6.073, 0.690], [1.050, 4.985, -0.026], [0.969, 3.721, 0.550], [-2.609, -1.146, 1.754], [-2.936, -0.857, 0.439], [-3.988, -1.510, -0.179], [-4.714, -2.452, 0.536], [-4.395, -2.722, 1.857], [-3.345, -2.070, 2.503], [-3.047, -2.372, 3.948], [0.631, -2.443, 1.984], [0.135, -2.284, 0.574], [1.458, -3.515, 2.279], [3.270, -4.877, 4.823], [3.521, -5.122, 3.089], [2.142, -5.856, 3.891], [1.953, -3.024, 5.580], [1.173, -0.944, 6.269], [-0.539, -1.121, 5.942], [0.383, 0.198, 5.201], [-0.484, 4.490, 3.513], [-0.323, 6.753, 2.509], [0.640, 7.067, 0.268], [1.499, 5.116, -1.001], [1.575, 2.910, 0.084], [-2.364, -0.095, -0.065], [-4.254, -1.289, -1.205], [-5.541, -2.970, 0.069], [-4.973, -3.452, 2.408], [-3.593, -3.255, 4.275], [-3.351, -1.549, 4.601], [-1.987, -2.581, 4.118], [-0.069, -1.243, 0.335], [-0.775, -2.868, 0.419], [0.886, -2.647, -0.129], [1.737, -4.193, 1.479]],
  "lowdin_spin": [0.76, 0.00, 0.00, 0.00, 0.00, 0.00, 0.00, 0.00, 0.00, 0.00, 0.01, 0.00, 0.03, 0.00, 0.00, 0.00, 0.00, 0.00, 0.00, 0.00, 0.00, 0.00, 0.00, 0.00, 0.00, 0.00, 0.00, 0.00, 0.00, 0.07, 0.00, 0.00, 0.00, 0.00, 0.00, 0.00, 0.00, 0.00, 0.00, 0.00, 0.00, 0.00, 0.00, 0.00, 0.00, 0.00, 0.00, 0.00, 0.00, 0.00, 0.00, 0.07, 0.01, 0.02, 0.00, 0.00, 0.00, 0.00, 0.00, 0.00, 0.00, 0.00, 0.00, 0.00, 0.00, 0.00, 0.00, 0.00, 0.00, 0.00, 0.00, 0.00, 0.00, 0.00, 0.00, 0.00, 0.00, 0.00, 0.00, 0.00, 0.00, 0.00, 0.00, 0.00, 0.00, 0.00, 0.00, 0.00, 0.00, 0.00, 0.00, 0.00, 0.00],
  "spin_multiplicity": 2,
  "charge": 3,
  "relative_energy_kcal_mol": 0.0,
  "s_squared": 0.753,
  "homo_ha": [-0.577, -0.578],
  "total_energy_ev": -64921.167,
  "lumo_ev": [-8.006, -8.198],
  "molar_mass_da": 936.6
}